No. 1
This record from OMol25 describes C2H2Br3Cl3 as an isolated structure at a distorted geometry. The level of theory is ωB97M-V/def2-TZVPD.

The value obtained for the gap between HOMO and LUMO is 9.96 eV. The energy relative to the best compared isomer or geometry (same formula, charge and spin) comes out at 35.3 kJ/mol. As for the total energy: -9179.9934 hartree. As for the LUMO energy: -0.0165 Eh.

Last column: Mulliken charge in e.
Atoms and positions in Å:
Br (2.83, -0.49, -2.62)  0.020
Br (-0.09, 0.00, -4.06)  -0.046
Br (1.30, 2.22, -1.99)  -0.001
Cl (-1.78, 0.74, 3.68)  -0.128
Cl (0.26, -1.31, 3.11)  -0.120
Cl (-0.91, 0.40, 0.96)  -0.085
C (1.10, 0.31, -2.40)  -0.169
C (-1.20, -0.49, 2.49)  0.020
H (0.48, -0.14, -1.62)  0.199
H (-1.99, -1.24, 2.46)  0.311

No. 2
This record from OMol25 describes C2H2Br3NO2 as an isolated structure at a distorted geometry. The level of theory is ωB97M-V/def2-TZVPD.

The value obtained for the gap between HOMO and LUMO (alpha / beta) is 8.19 / 6.87 eV. The energy relative to the best compared isomer or geometry (same formula, charge and spin) comes out at 68.0 kJ/mol. As for the total energy: -8004.4037 hartree. Its spin multiplicity is 3. As for the LUMO energy (alpha / beta): 0.0068 / -0.1058 Eh.

Last column: Mulliken charge in e.
Atoms and positions in Å:
Br (-2.82, -0.59, 1.60)  0.072
Br (-3.03, -1.24, -1.44)  0.069
Br (-2.83, 1.77, -0.55)  0.006
O (-0.25, -1.48, 1.53)  -0.537
O (-0.96, -2.37, -0.31)  -0.434
N (-0.38, -1.44, 0.32)  0.786
C (0.06, -0.42, -0.43)  -0.500
C (-2.63, -0.04, -0.14)  -0.163
H (0.67, 0.47, -0.23)  0.333
H (-0.21, -0.57, -1.55)  0.367

No. 3
This record from OMol25 describes a 2-piece molecular cluster, C2H2BrF3 overall. The level of theory is ωB97M-V/def2-TZVPD.

The value obtained for the gap between HOMO and LUMO (alpha / beta) is 9.01 / 8.91 eV. The energy relative to the best compared isomer or geometry (same formula, charge and spin) comes out at 408.7 kJ/mol. As for the total energy: -2950.8683 hartree. As for the LUMO energy (alpha / beta): 0.0015 / 0.0136 Eh.

Last column: Mulliken charge in e.
Atoms and positions in Å:
Br (-1.48, 2.59, 1.14)  -0.056
F (-0.48, -1.42, 1.93)  -0.178
F (1.20, -1.40, 0.52)  -0.186
F (-0.83, 1.97, -1.41)  -0.177
C (-0.37, 1.90, -0.16)  -0.126
C (-0.13, -1.37, 0.65)  0.127
H (0.69, 2.03, -0.07)  0.349
H (-0.68, -2.01, -0.02)  0.246

No. 4
This record from OMol25 describes a 2-piece molecular cluster, C2H2BrO2P overall at a distorted geometry. The level of theory is ωB97M-V/def2-TZVPD.

The value obtained for the gap between HOMO and LUMO is 10.23 eV. Its SMILES is C#CBr.O=PO. The energy relative to the best compared isomer or geometry (same formula, charge and spin) comes out at 94.6 kJ/mol. As for the total energy: -3143.2004 hartree. As for the LUMO energy: -0.0070 Eh.

Last column: Mulliken charge in e.
Atoms and positions in Å:
Br (-0.31, -0.82, -2.54)  0.006
P (-0.60, -1.48, 1.43)  0.451
O (0.99, -1.45, 1.03)  -0.390
O (-1.08, -0.19, 1.95)  -0.394
C (-0.11, 1.52, -0.61)  0.073
C (-0.24, 0.69, -1.48)  -0.440
H (0.04, 2.46, -0.28)  0.363
H (1.30, -0.72, 0.51)  0.331

No. 5
This record from OMol25 describes C2H2BrO2S2 as an isolated structure at a distorted geometry. The level of theory is ωB97M-V/def2-TZVPD.

The value obtained for the gap between HOMO and LUMO is 7.48 eV. The energy relative to the best compared isomer or geometry (same formula, charge and spin) comes out at 25.9 kJ/mol. Its net charge is -1. As for the total energy: -3598.3630 hartree. As for the LUMO energy: 0.1093 Eh.

Last column: Mulliken charge in e.
Atoms and positions in Å:
Br (1.83, 1.50, 0.32)  -0.458
S (1.16, -1.62, -0.59)  -0.464
S (-0.15, -0.66, 2.01)  -0.170
O (-0.66, -0.03, -1.83)  -0.477
O (-1.54, 0.97, -0.07)  -0.524
C (0.30, -0.46, 0.28)  -0.007
C (-0.71, 0.30, -0.52)  0.663
H (-0.41, 0.64, 2.31)  0.145
H (0.17, -0.64, -1.91)  0.291

No. 6
This record from OMol25 describes an isolated ion of composition C2H2BrO3S and charge -1 at a distorted geometry. The level of theory is ωB97M-V/def2-TZVPD.

The value obtained for the gap between HOMO and LUMO is 8.56 eV. Its SMILES is O=S(=O)([O-])/C=C/Br. The energy relative to the best compared isomer or geometry (same formula, charge and spin) comes out at 93.6 kJ/mol. Its net charge is -1. As for the total energy: -3275.3673 hartree. As for the LUMO energy: 0.1142 Eh.

Last column: Mulliken charge in e.
Atoms and positions in Å:
Br (1.03, -2.38, 0.02)  -0.275
S (-0.76, 1.78, -0.33)  1.134
O (-1.70, 1.90, -1.43)  -0.632
O (0.28, 2.76, -0.31)  -0.666
O (-1.20, 1.42, 1.02)  -0.668
C (0.34, 0.31, -0.72)  -0.282
C (0.00, -0.76, -0.09)  -0.347
H (1.30, 0.76, -1.21)  0.291
H (-0.74, -0.81, 0.62)  0.444

No. 7
This record from OMol25 describes a 2-piece molecular cluster, C2H2BrOS overall at a distorted geometry. The level of theory is ωB97M-V/def2-TZVPD.

The value obtained for the gap between HOMO and LUMO (alpha / beta) is 6.13 / 6.13 eV. The energy relative to the best compared isomer or geometry (same formula, charge and spin) comes out at 176.1 kJ/mol. Its net charge is -1. As for the total energy: -3124.8273 hartree. As for the LUMO energy (alpha / beta): 0.1348 / 0.1348 Eh.

Last column: Mulliken charge in e.
Atoms and positions in Å:
Br (2.08, -1.54, 0.34)  -0.342
S (-1.19, -0.60, -0.01)  -0.100
O (-3.64, 0.50, 0.56)  -0.493
C (-2.69, -0.19, 0.25)  0.453
C (1.47, 0.27, -0.26)  -0.718
H (1.97, 0.46, -1.19)  0.099
H (2.01, 1.10, 0.31)  0.101

No. 8
This record from OMol25 describes C2H2CaLiO2 as an isolated structure at a distorted geometry. The level of theory is ωB97M-V/def2-TZVPD.

The value obtained for the gap between HOMO and LUMO is 6.84 eV. The energy relative to the best compared isomer or geometry (same formula, charge and spin) comes out at 0.0 kJ/mol. Its net charge is +1. As for the total energy: -912.8677 hartree. As for the LUMO energy: -0.1853 Eh.

Last column: Mulliken charge in e.
Atoms and positions in Å:
Ca (-1.41, -1.17, -1.04)  1.619
O (-1.39, 0.50, 0.39)  -1.007
O (0.51, 0.02, -1.39)  -0.998
C (0.80, -0.23, -0.09)  -0.172
C (-0.22, -0.01, 0.82)  0.002
Li (-0.28, 1.73, -0.74)  0.932
H (1.76, -0.67, 0.20)  0.349
H (0.23, -0.16, 1.85)  0.274

No. 9
This record from OMol25 describes an isolated molecule of C2H2Cl2 at a distorted geometry. The level of theory is ωB97M-V/def2-TZVPD.

The value obtained for the gap between HOMO and LUMO is 9.88 eV. Its SMILES is C=C(Cl)Cl. The energy relative to the best compared isomer or geometry (same formula, charge and spin) comes out at 71.9 kJ/mol. As for the total energy: -997.7384 hartree. As for the LUMO energy: 0.0174 Eh.

Last column: Mulliken charge in e.
Atoms and positions in Å:
Cl (-1.35, -1.46, -0.05)  -0.172
Cl (1.62, -1.33, -0.03)  -0.126
C (-0.10, 0.76, -0.10)  -0.703
C (0.13, -0.59, -0.18)  0.453
H (-0.99, 1.19, 0.43)  0.235
H (0.69, 1.43, -0.07)  0.314

No. 10
This record from OMol25 describes an isolated molecule of C2H2Cl2 at a distorted geometry. The level of theory is ωB97M-V/def2-TZVPD.

The value obtained for the gap between HOMO and LUMO is 10.59 eV. Its SMILES is Cl/C=C/Cl. The energy relative to the best compared isomer or geometry (same formula, charge and spin) comes out at 18.1 kJ/mol. As for the total energy: -997.7589 hartree. As for the LUMO energy: 0.0364 Eh.

Last column: Mulliken charge in e.
Atoms and positions in Å:
Cl (1.43, 1.43, 0.89)  -0.148
Cl (-1.48, -1.33, -0.91)  -0.145
C (-0.65, -0.07, -0.07)  -0.188
C (0.68, 0.11, 0.03)  -0.154
H (-1.33, 0.44, 0.62)  0.325
H (1.35, -0.57, -0.56)  0.311

No. 11
This record from OMol25 describes a 2-piece molecular cluster, C2H2Cl2F3OP overall at a distorted geometry. The level of theory is ωB97M-V/def2-TZVPD.

The value obtained for the gap between HOMO and LUMO (alpha / beta) is 7.53 / 7.37 eV. The energy relative to the best compared isomer or geometry (same formula, charge and spin) comes out at 0.0 kJ/mol. As for the total energy: -1713.9221 hartree. As for the LUMO energy (alpha / beta): -0.0594 / -0.0643 Eh.

Last column: Mulliken charge in e.
Atoms and positions in Å:
Cl (2.58, -0.72, 0.90)  0.035
Cl (-1.72, -1.92, 0.09)  -0.250
P (-0.40, -0.43, 0.28)  0.645
F (-2.64, 1.10, 0.77)  -0.229
F (-1.94, 1.40, -1.26)  -0.221
F (-0.74, 2.20, 0.34)  -0.207
O (0.08, -0.42, 1.64)  -0.552
C (2.07, -0.82, -0.62)  -0.525
C (-1.50, 1.16, -0.05)  0.612
H (1.80, 0.18, -0.97)  0.370
H (2.41, -1.73, -1.12)  0.322

No. 12
This record from OMol25 describes an isolated molecule of C2H2Cl2FNO at a distorted geometry. The level of theory is ωB97M-V/def2-TZVPD.

The value obtained for the gap between HOMO and LUMO is 11.07 eV. Its SMILES is O/N=C\C(F)(Cl)Cl. The energy relative to the best compared isomer or geometry (same formula, charge and spin) comes out at 206.5 kJ/mol. As for the total energy: -1227.5821 hartree. As for the LUMO energy: 0.0163 Eh.

Last column: Mulliken charge in e.
Atoms and positions in Å:
Cl (1.40, -1.49, 0.58)  -0.134
Cl (-0.20, -1.39, -1.77)  -0.128
F (-1.09, -1.91, 0.55)  -0.195
O (1.23, 1.37, -0.17)  -0.306
N (-0.07, 1.45, 0.25)  -0.393
C (-0.68, 0.34, 0.39)  -0.100
C (-0.23, -1.06, -0.02)  0.553
H (1.38, 2.27, -0.48)  0.362
H (-1.74, 0.41, 0.68)  0.341